No. 1
{"formula": "C7H13N5", "method": "wB97M-V/def2-TZVPD", "lumo_energy_ev": 0.85, "de_lowest_ev": 2.0956, "orbital_gap_ev": 10.201, "homo_ev": -9.35, "smiles": "C#C[C@H](N)CN.Nn1cccn1", "elements": ["C", "C", "C", "N", "C", "N", "H", "H", "H", "H", "H", "H", "H", "H", "N", "N", "C", "C", "C", "N", "H", "H", "H", "H", "H"], "coordinates": [[1.055, 0.695, 1.430], [0.544, 1.262, 0.514], [-0.210, 2.073, -0.551], [0.324, 3.309, -1.122], [-1.703, 2.296, -0.313], [-2.358, 1.195, 0.389], [1.358, -0.227, 1.789], [-0.188, 1.358, -1.406], [1.298, 3.196, -1.372], [0.185, 4.136, -0.528], [-2.141, 2.423, -1.312], [-1.898, 3.243, 0.220], [-1.821, 1.020, 1.242], [-2.196, 0.347, -0.166], [2.408, -1.383, 0.261], [1.174, -1.961, 0.172], [0.963, -3.024, -0.618], [-0.317, -3.468, -0.369], [-0.805, -2.593, 0.608], [0.107, -1.698, 0.955], [2.316, -0.418, -0.059], [2.742, -1.480, 1.208], [1.755, -3.406, -1.237], [-0.816, -4.318, -0.826], [-1.777, -2.576, 1.093]]}

=====

No. 2
{"formula": "C9H10Cl6FeGe2N4O2S", "method": "wB97M-V/def2-TZVPD", "lumo_energy_ev": -0.94, "de_lowest_ev": 0.0000, "orbital_gap_ev": 7.078, "homo_ev": -8.01, "elements": ["Fe", "C", "C", "N", "N", "C", "N", "S", "C", "C", "C", "C", "C", "N", "H", "H", "H", "H", "H", "H", "H", "H", "H", "Cl", "Ge", "Cl", "Cl", "O", "C", "O", "H", "Cl", "Ge", "Cl", "Cl"], "coordinates": [[0.110, -0.084, 1.430], [2.222, 3.048, -0.421], [1.722, 1.858, 0.315], [0.517, 1.415, 0.287], [-0.418, 2.112, -0.439], [-1.630, 1.753, -0.256], [-2.639, 2.395, -0.868], [-2.072, 0.485, 0.988], [2.623, 1.039, 1.150], [3.977, 1.283, 1.281], [4.739, 0.404, 2.038], [4.128, -0.685, 2.630], [2.763, -0.860, 2.461], [2.034, -0.008, 1.754], [1.401, 3.580, -0.890], [2.920, 2.717, -1.193], [2.754, 3.719, 0.254], [-2.390, 3.045, -1.596], [-3.573, 2.025, -0.858], [4.431, 2.126, 0.783], [5.803, 0.564, 2.147], [4.691, -1.402, 3.210], [2.227, -1.697, 2.888], [-2.697, -2.163, -1.485], [-3.525, -0.896, -0.027], [-4.271, -2.003, 1.610], [-5.164, 0.148, -0.930], [-0.082, 1.100, 3.003], [-0.336, 0.096, 3.735], [-0.354, -1.049, 3.230], [-0.546, 0.249, 4.801], [0.556, -2.647, -3.272], [0.668, -1.014, -1.729], [2.925, -0.771, -1.584], [0.466, -2.270, 0.326]]}

=====

No. 3
{"formula": "C4H7NO", "method": "wB97M-V/def2-TZVPD", "lumo_energy_ev": 1.08, "de_lowest_ev": 3.6998, "orbital_gap_ev": 10.420, "homo_ev": -9.34, "smiles": "O[C@H]1C[C@H]2N[C@@H]12", "elements": ["O", "C", "C", "C", "N", "C", "H", "H", "H", "H", "H", "H", "H"], "coordinates": [[-1.942, -0.120, 0.495], [-0.853, 0.656, 0.101], [0.416, 0.628, 1.019], [1.162, -0.008, -0.136], [0.259, -1.256, -0.556], [-0.006, 0.058, -1.048], [-1.613, -1.035, 0.520], [-1.219, 1.660, -0.110], [0.381, -0.038, 1.880], [0.718, 1.630, 1.353], [1.976, -0.698, -0.115], [0.819, -1.714, -1.292], [-0.099, 0.236, -2.110]]}

=====

No. 4
{"formula": "C10H24NSi", "method": "wB97M-V/def2-TZVPD", "total_charge": 1, "lumo_energy_ev": -2.42, "de_lowest_ev": 1.3944, "orbital_gap_ev": 12.121, "homo_ev": -14.55, "smiles": "CC1(C)CCCC(C)(C)[NH+]1C[SiH3]", "elements": ["C", "C", "C", "C", "C", "C", "C", "C", "C", "N", "C", "Si", "H", "H", "H", "H", "H", "H", "H", "H", "H", "H", "H", "H", "H", "H", "H", "H", "H", "H", "H", "H", "H", "H", "H", "H"], "coordinates": [[1.656, 1.545, -1.066], [0.237, 1.104, -0.724], [-0.401, 2.305, -0.137], [-0.392, 0.725, -2.093], [-1.678, -0.099, -1.790], [-1.488, -1.304, -0.945], [-0.956, -1.007, 0.491], [-0.282, -2.205, 1.180], [-1.990, -0.466, 1.509], [0.281, -0.098, 0.167], [1.179, 0.313, 1.286], [2.830, -0.641, 1.272], [1.651, 2.244, -1.927], [2.169, 0.716, -1.410], [2.248, 2.025, -0.348], [0.438, 3.090, 0.237], [-1.041, 1.967, 0.668], [-1.220, 2.751, -0.711], [0.259, 0.136, -2.840], [-0.663, 1.598, -2.684], [-2.308, 0.695, -1.315], [-2.127, -0.407, -2.779], [-2.473, -1.880, -1.010], [-0.770, -1.911, -1.401], [0.132, -1.845, 2.179], [0.452, -2.748, 0.578], [-1.139, -2.979, 1.305], [-2.861, 0.061, 1.108], [-1.504, 0.092, 2.378], [-2.339, -1.430, 1.903], [0.758, -0.733, -0.415], [1.256, 1.377, 1.388], [0.702, -0.028, 2.098], [3.721, 0.030, 2.230], [2.515, -1.923, 1.852], [3.148, -1.069, -0.235]]}

=====

No. 5
{"formula": "C9H15N4O4Pd", "method": "wB97M-V/def2-TZVPD", "total_charge": 1, "s_squared": 2.0047, "lumo_energy_ev": [-3.26, -5.44], "de_lowest_ev": 0.3461, "multiplicity": 3, "orbital_gap_ev": [9.726, 7.589], "homo_ev": [-12.99, -13.03], "elements": ["Pd", "N", "C", "C", "C", "C", "N", "H", "H", "H", "H", "H", "H", "H", "H", "H", "H", "H", "H", "O", "C", "O", "C", "C", "N", "N", "C", "C", "O", "O", "H", "H", "H"], "coordinates": [[0.037, 0.105, 0.090], [1.098, 1.992, -0.119], [2.037, 2.336, 0.981], [3.292, 1.459, 0.916], [3.372, 0.302, 1.915], [2.223, -0.696, 1.911], [1.863, -1.127, 0.523], [1.597, 1.982, -1.005], [0.361, 2.686, -0.215], [1.510, 2.215, 1.928], [2.307, 3.388, 0.901], [4.168, 2.086, 1.077], [3.401, 1.088, -0.109], [3.449, 0.702, 2.928], [4.306, -0.237, 1.737], [1.339, -0.265, 2.385], [2.497, -1.560, 2.515], [1.541, -2.092, 0.530], [2.694, -1.123, -0.060], [-5.061, 2.840, -1.175], [-4.828, 2.864, 0.128], [-5.548, 3.408, 0.918], [-3.610, 2.146, 0.641], [-3.327, 2.094, 1.988], [-2.190, 1.397, 2.139], [-1.713, 0.983, 0.955], [-2.562, 1.436, 0.039], [-2.243, 1.111, -1.383], [-2.972, 1.474, -2.281], [-1.133, 0.452, -1.556], [-4.375, 2.323, -1.661], [-3.883, 2.498, 2.819], [-1.745, 1.122, 3.000]]}

=====

No. 6
{"formula": "C22H44O8", "method": "wB97M-V/def2-TZVPD", "total_charge": 1, "s_squared": 0.7660, "lumo_energy_ev": [-6.70, -8.79], "multiplicity": 2, "orbital_gap_ev": [5.049, 2.961], "homo_ev": [-11.75, -11.75], "elements": ["C", "C", "C", "O", "C", "C", "C", "O", "O", "O", "H", "H", "H", "H", "C", "C", "O", "C", "C", "H", "H", "H", "H", "H", "H", "H", "H", "H", "H", "C", "C", "O", "C", "C", "H", "H", "H", "H", "H", "H", "H", "H", "H", "H", "C", "C", "O", "C", "C", "H", "H", "H", "H", "H", "H", "H", "H", "H", "H", "C", "C", "O", "C", "C", "H", "H", "H", "H", "H", "H", "H", "H", "H", "H"], "coordinates": [[0.522, 1.481, -0.747], [1.562, 1.724, 0.099], [2.299, 2.976, 0.051], [3.136, 3.364, 0.866], [1.939, 3.816, -1.091], [0.897, 3.579, -1.938], [0.017, 2.443, -1.752], [-0.956, 2.200, -2.482], [0.555, 4.357, -2.991], [2.116, 0.760, 0.861], [0.096, 0.489, -0.769], [2.558, 4.686, -1.248], [-0.238, 4.005, -3.402], [3.009, 0.990, 1.127], [-4.917, -1.179, 0.400], [-4.766, 0.342, 0.420], [-3.749, 0.923, 1.246], [-2.426, 0.399, 1.227], [-1.557, 1.397, 2.030], [-3.948, -1.677, 0.379], [-5.441, -1.655, 1.228], [-5.454, -1.438, -0.513], [-4.620, 0.814, -0.552], [-5.600, 0.857, 0.896], [-2.429, -0.551, 1.761], [-2.062, 0.298, 0.205], [-0.568, 0.952, 2.132], [-1.954, 1.555, 3.033], [-1.552, 2.366, 1.530], [3.648, 1.746, 4.030], [4.909, 1.384, 3.292], [4.774, 0.957, 1.949], [6.043, 0.968, 1.248], [5.888, 0.391, -0.187], [2.896, 0.967, 3.904], [3.649, 1.989, 5.093], [3.159, 2.618, 3.594], [5.614, 2.215, 3.304], [5.433, 0.580, 3.808], [6.379, 1.994, 1.099], [6.843, 0.416, 1.741], [6.853, 0.447, -0.691], [5.073, 0.887, -0.714], [5.682, -0.679, -0.157], [-2.170, -3.124, -2.726], [-2.207, -1.712, -3.241], [-3.320, -1.379, -4.156], [-3.184, 0.000, -4.507], [-4.646, 0.618, -4.447], [-1.279, -3.379, -2.154], [-2.942, -3.480, -2.044], [-2.042, -3.748, -3.611], [-2.454, -1.063, -2.401], [-1.284, -1.486, -3.775], [-2.713, 0.630, -3.752], [-2.713, 0.039, -5.489], [-4.862, 0.946, -3.431], [-5.472, 0.035, -4.853], [-4.730, 1.550, -5.007], [-2.017, -3.647, 1.440], [-0.726, -3.285, 0.696], [0.176, -3.055, 1.754], [1.451, -2.504, 1.303], [2.042, -1.776, 2.467], [-2.313, -2.778, 2.027], [-2.755, -3.785, 0.650], [-1.917, -4.433, 2.188], [-0.290, -4.102, 0.120], [-0.840, -2.412, 0.054], [2.171, -3.266, 1.003], [1.251, -1.842, 0.461], [2.187, -2.397, 3.351], [1.333, -0.981, 2.697], [2.956, -1.341, 2.062]]}

=====

No. 7
{"formula": "C18H22CaCl4GeO2Se", "method": "wB97M-V/def2-TZVPD", "lumo_energy_ev": -0.23, "de_lowest_ev": 0.6785, "orbital_gap_ev": 6.636, "homo_ev": -6.86, "elements": ["Ca", "C", "C", "C", "C", "C", "C", "C", "H", "H", "H", "H", "H", "H", "H", "H", "Cl", "C", "C", "Cl", "C", "Cl", "C", "O", "C", "O", "C", "Cl", "C", "Ge", "C", "C", "C", "Se", "C", "H", "H", "H", "H", "H", "H", "H", "H", "H", "H", "H", "H", "H", "H"], "coordinates": [[-0.383, 0.057, -0.125], [-1.411, 2.606, 2.554], [-0.700, 1.295, 2.360], [-1.401, 0.086, 2.402], [-0.734, -1.131, 2.282], [0.646, -1.158, 2.101], [1.357, 0.038, 2.061], [0.688, 1.251, 2.200], [-1.447, 2.847, 3.618], [-2.433, 2.562, 2.183], [-0.893, 3.414, 2.041], [-2.473, 0.099, 2.557], [-1.288, -2.058, 2.347], [1.165, -2.102, 2.001], [2.430, 0.026, 1.931], [1.251, 2.176, 2.202], [0.269, 3.313, -5.943], [0.572, 2.331, -4.556], [1.739, 1.590, -4.465], [2.899, 1.621, -5.743], [1.971, 0.813, -3.325], [3.411, -0.141, -3.182], [1.069, 0.769, -2.266], [1.284, 0.056, -1.168], [-0.157, 1.503, -2.379], [-1.050, 1.394, -1.405], [-0.365, 2.276, -3.517], [-1.848, 3.160, -3.621], [-2.921, -3.206, -5.686], [-2.619, -3.487, -3.769], [-4.311, -3.473, -2.773], [-1.661, -5.181, -3.507], [-1.555, -2.005, -2.984], [-0.968, -2.438, -1.165], [0.813, -3.064, -1.630], [-3.544, -4.016, -6.068], [-1.978, -3.212, -6.231], [-3.429, -2.261, -5.877], [-4.891, -4.377, -2.958], [-4.912, -2.612, -3.067], [-4.108, -3.408, -1.703], [-2.320, -6.021, -3.728], [-1.319, -5.273, -2.476], [-0.801, -5.242, -4.175], [-2.155, -1.097, -2.917], [-0.654, -1.756, -3.544], [0.709, -3.810, -2.415], [1.258, -3.520, -0.748], [1.409, -2.213, -1.952]]}

=====

No. 8
{"formula": "C24H30N6", "method": "wB97M-V/def2-TZVPD", "lumo_energy_ev": 0.61, "de_lowest_ev": 0.5407, "orbital_gap_ev": 8.488, "homo_ev": -7.88, "smiles": "c1cc[nH]c1.c1cc[nH]c1.c1cc[nH]c1.c1cc[nH]c1.c1cc[nH]c1.c1cc[nH]c1", "elements": ["C", "C", "C", "N", "C", "H", "H", "H", "H", "H", "C", "C", "C", "N", "C", "H", "H", "H", "H", "H", "C", "C", "C", "N", "C", "H", "H", "H", "H", "H", "C", "C", "C", "N", "C", "H", "H", "H", "H", "H", "C", "C", "C", "N", "C", "H", "H", "H", "H", "H", "C", "C", "C", "N", "C", "H", "H", "H", "H", "H"], "coordinates": [[0.414, 3.021, 2.965], [1.779, 2.795, 2.761], [2.219, 1.906, 3.711], [1.138, 1.613, 4.521], [0.032, 2.237, 4.016], [-0.275, 3.575, 2.347], [2.389, 3.263, 2.004], [3.204, 1.548, 3.946], [1.088, 1.006, 5.320], [-0.945, 2.109, 4.454], [-0.907, -1.770, 0.844], [-1.093, -0.873, -0.244], [-0.462, 0.321, 0.100], [-0.083, 0.182, 1.389], [-0.249, -1.098, 1.848], [-1.201, -2.801, 0.715], [-1.518, -1.096, -1.208], [-0.357, 1.238, -0.454], [0.324, 0.925, 1.942], [0.120, -1.383, 2.816], [-1.021, 3.359, -3.500], [0.099, 2.456, -3.565], [-0.415, 1.217, -3.477], [-1.774, 1.255, -3.383], [-2.135, 2.601, -3.319], [-1.004, 4.437, -3.462], [1.091, 2.873, -3.592], [0.199, 0.332, -3.355], [-2.435, 0.555, -3.095], [-3.169, 2.899, -3.404], [2.013, -1.229, 5.719], [3.146, -0.432, 5.955], [3.008, 0.267, 7.132], [1.782, -0.084, 7.632], [1.151, -0.948, 6.776], [1.933, -1.951, 4.928], [4.101, -0.459, 5.449], [3.611, 0.949, 7.706], [1.453, 0.099, 8.562], [0.141, -1.227, 7.032], [2.314, -2.030, -4.263], [2.951, -1.044, -3.473], [2.371, -1.016, -2.233], [1.416, -2.001, -2.222], [1.389, -2.624, -3.438], [2.675, -2.267, -5.248], [3.711, -0.360, -3.823], [2.531, -0.421, -1.350], [0.684, -2.091, -1.535], [0.721, -3.451, -3.623], [-3.237, -1.889, -3.556], [-2.729, -1.988, -4.849], [-3.700, -1.496, -5.680], [-4.827, -1.216, -4.958], [-4.526, -1.449, -3.615], [-2.750, -2.253, -2.663], [-1.719, -2.265, -5.106], [-3.672, -1.403, -6.755], [-5.738, -1.016, -5.316], [-5.254, -1.403, -2.822]]}